{
  "formula": "C36H29N7O4Sc",
  "method": "ωB97M-V/def2-TZVPD",
  "charge": -1,
  "orbital_gap_ev": 4.20,
  "lumo_energy_ev": 1.93,
  "relative_energy_kj_mol": 74.1,
  "symbols": ["Sc", "O", "C", "C", "C", "C", "C", "C", "C", "N", "C", "C", "N", "C", "C", "C", "C", "C", "C", "C", "O", "H", "H", "H", "H", "H", "H", "H", "H", "H", "H", "H", "H", "H", "H", "C", "C", "C", "C", "N", "C", "N", "C", "N", "C", "N", "C", "C", "C", "C", "C", "N", "C", "C", "C", "C", "C", "C", "H", "H", "H", "H", "H", "H", "H", "H", "H", "H", "H", "H", "C", "O", "C", "O", "H", "H", "H"],
  "positions_angstrom": [[-0.261, -0.077, -0.015], [-1.669, 1.007, 0.769], [-2.792, 0.924, 1.544], [-2.916, 1.583, 2.716], [-4.098, 1.542, 3.522], [-5.098, 0.686, 3.074], [-5.023, -0.050, 1.906], [-3.857, 0.046, 0.946], [-3.311, -1.371, 0.723], [-2.111, -1.671, 0.432], [-1.791, -3.093, 0.340], [-0.338, -3.320, 0.747], [0.426, -2.377, -0.043], [1.263, -2.795, -0.903], [1.731, -1.953, -1.999], [2.959, -2.192, -2.618], [3.350, -1.474, -3.729], [2.461, -0.535, -4.264], [1.226, -0.311, -3.696], [0.828, -0.989, -2.524], [-0.321, -0.732, -1.958], [-2.065, 2.189, 3.016], [-4.166, 2.082, 4.454], [-6.002, 0.573, 3.668], [-5.854, -0.674, 1.592], [-4.042, -2.163, 0.929], [-1.901, -3.398, -0.705], [-2.469, -3.701, 0.951], [-0.037, -4.355, 0.543], [-0.203, -3.121, 1.811], [1.571, -3.848, -0.906], [3.615, -2.948, -2.199], [4.319, -1.637, -4.180], [2.749, 0.032, -5.142], [0.539, 0.417, -4.111], [-0.488, -1.546, 4.276], [0.742, -2.117, 4.573], [1.789, -1.934, 3.698], [1.591, -1.190, 2.529], [0.390, -0.689, 2.218], [-0.618, -0.847, 3.090], [2.725, -1.015, 1.745], [2.802, -0.210, 0.744], [1.858, 0.561, 0.092], [2.530, 1.352, -0.837], [2.140, 2.263, -1.646], [0.811, 2.619, -1.871], [0.621, 3.730, -2.702], [-0.656, 4.088, -3.068], [-1.723, 3.322, -2.611], [-1.452, 2.256, -1.779], [-0.213, 1.915, -1.397], [3.975, 0.987, -0.828], [5.027, 1.437, -1.602], [6.268, 0.850, -1.382], [6.435, -0.143, -0.414], [5.365, -0.576, 0.361], [4.137, 0.010, 0.119], [-1.345, -1.635, 4.929], [0.884, -2.691, 5.481], [2.776, -2.334, 3.880], [-1.559, -0.390, 2.814], [1.496, 4.263, -3.047], [-0.820, 4.941, -3.716], [-2.748, 3.533, -2.881], [-2.250, 1.645, -1.393], [4.872, 2.201, -2.351], [7.120, 1.162, -1.973], [7.415, -0.581, -0.269], [5.471, -1.342, 1.118], [-4.651, 2.772, 0.311], [-4.726, 1.749, -0.699], [-4.331, 0.481, -0.463], [-4.449, -0.317, -1.365], [-5.023, 2.427, 1.273], [-5.277, 3.577, -0.073], [-3.625, 3.121, 0.422]],
  "mulliken_charge": [-0.727, -0.523, -1.331, 0.792, -1.468, -0.607, -1.577, 3.906, -1.564, 0.735, -1.029, -0.755, 0.689, -0.565, 0.226, -0.358, -0.858, -0.538, -0.355, 0.963, -0.761, 0.406, 0.331, 0.287, 0.359, 0.144, 0.304, 0.522, 0.491, -0.037, 0.340, 0.392, 0.403, 0.391, 0.505, -1.155, -0.553, -0.491, 0.328, 0.569, -0.253, -0.510, -0.276, 0.186, -0.103, -0.427, 0.020, -0.668, -0.557, -0.802, -0.955, 0.759, 0.186, -0.114, -0.655, -0.671, -0.123, 0.584, 0.549, 0.388, 0.508, 0.452, 0.524, 0.384, 0.551, 0.819, 0.529, 0.408, 0.406, 0.532, -0.508, -0.382, 0.305, -0.687, 0.299, 0.344, 0.125]
}

=====

{
  "formula": "C36H30AsIN4O4ReS",
  "method": "ωB97M-V/def2-TZVPD",
  "s2": 1.01,
  "charge": 0,
  "spin_multiplicity": 2,
  "orbital_gap_ev": [4.82, 6.06],
  "lumo_energy_ev": [-2.51, -1.30],
  "symbols": ["Re", "C", "O", "C", "C", "C", "C", "C", "C", "N", "N", "C", "C", "C", "C", "O", "C", "N", "C", "C", "C", "C", "H", "H", "H", "H", "H", "H", "H", "H", "H", "H", "H", "H", "N", "C", "C", "O", "O", "H", "H", "H", "H", "S", "C", "C", "C", "C", "C", "C", "As", "C", "C", "C", "C", "C", "C", "C", "C", "C", "C", "C", "C", "H", "H", "H", "H", "H", "H", "H", "H", "H", "H", "H", "H", "H", "H", "I"],
  "positions_angstrom": [[1.879, 2.114, -0.001], [-4.630, -3.847, -1.021], [-3.680, -3.457, -0.057], [-3.929, -2.378, 0.726], [-2.943, -2.093, 1.676], [-3.065, -1.020, 2.521], [-4.202, -0.198, 2.466], [-5.209, -0.515, 1.552], [-5.063, -1.569, 0.670], [-4.406, 0.845, 3.358], [-3.501, 1.551, 3.810], [-2.226, 1.636, 3.318], [-1.147, 1.576, 4.201], [0.154, 1.480, 3.758], [0.453, 1.554, 2.388], [1.624, 1.372, 1.906], [-0.632, 1.820, 1.487], [-0.292, 2.019, 0.195], [-1.245, 2.199, -0.703], [-2.590, 2.267, -0.349], [-2.958, 2.111, 0.967], [-1.974, 1.830, 1.926], [-4.188, -4.701, -1.530], [-4.813, -3.054, -1.751], [-5.575, -4.145, -0.557], [-2.084, -2.741, 1.727], [-2.306, -0.839, 3.268], [-6.095, 0.101, 1.521], [-5.845, -1.765, -0.046], [-1.356, 1.490, 5.257], [0.967, 1.349, 4.457], [-0.934, 2.334, -1.730], [-3.330, 2.463, -1.108], [-3.989, 2.222, 1.263], [0.003, 4.706, 0.165], [1.034, 5.694, 0.378], [2.197, 5.079, 1.237], [2.826, 5.826, 1.954], [2.377, 3.843, 1.083], [-0.461, 4.816, -0.728], [-0.690, 4.719, 0.905], [0.711, 6.605, 0.894], [1.490, 5.973, -0.576], [4.261, 1.817, 0.105], [4.606, 0.123, -0.131], [5.919, -0.298, 0.096], [6.242, -1.635, 0.019], [5.268, -2.580, -0.280], [3.981, -2.167, -0.576], [3.644, -0.818, -0.525], [1.860, -0.176, -0.931], [0.885, -1.754, -0.308], [0.708, -1.906, 1.063], [0.257, -3.108, 1.582], [-0.033, -4.164, 0.733], [0.144, -4.024, -0.634], [0.611, -2.828, -1.153], [1.642, -0.362, -2.853], [2.715, -0.377, -3.732], [2.488, -0.389, -5.098], [1.194, -0.382, -5.588], [0.116, -0.343, -4.716], [0.339, -0.331, -3.352], [6.663, 0.450, 0.327], [7.262, -1.942, 0.185], [5.517, -3.629, -0.301], [3.223, -2.889, -0.861], [0.950, -1.083, 1.726], [0.152, -3.228, 2.652], [-0.395, -5.099, 1.134], [-0.054, -4.857, -1.293], [0.785, -2.729, -2.220], [3.724, -0.374, -3.334], [3.323, -0.406, -5.780], [1.021, -0.398, -6.653], [-0.894, -0.322, -5.102], [-0.495, -0.302, -2.650], [2.018, 3.237, -2.431]],
  "lowdin_spin": [1.153, 0.000, 0.001, 0.001, 0.000, 0.001, 0.000, 0.002, 0.000, 0.007, 0.002, 0.013, -0.004, 0.011, -0.004, 0.048, 0.002, -0.001, 0.003, -0.002, 0.001, -0.001, 0.000, 0.000, 0.000, 0.000, 0.000, 0.000, 0.000, 0.000, 0.001, 0.000, 0.000, 0.000, 0.006, 0.003, 0.005, 0.003, 0.029, 0.001, 0.000, 0.001, 0.001, -0.287, -0.023, -0.031, 0.005, -0.035, 0.002, -0.029, 0.015, -0.003, -0.001, 0.000, 0.000, 0.000, -0.001, 0.009, 0.000, 0.001, 0.000, 0.001, 0.000, -0.001, 0.001, -0.002, 0.001, 0.000, 0.000, 0.000, 0.000, 0.000, 0.000, 0.000, 0.000, 0.000, 0.000, 0.098]
}

=====

{
  "formula": "C36H30BrINP2Ru",
  "method": "ωB97M-V/def2-TZVPD",
  "s2": 6.03,
  "charge": 3,
  "spin_multiplicity": 5,
  "orbital_gap_ev": [6.28, 5.64],
  "lumo_energy_ev": [-9.64, -11.10],
  "relative_energy_kj_mol": 0.0,
  "symbols": ["Ru", "C", "P", "C", "C", "C", "C", "C", "C", "C", "C", "C", "C", "C", "C", "C", "C", "C", "C", "C", "P", "C", "C", "C", "C", "C", "C", "C", "C", "C", "C", "C", "C", "N", "H", "H", "H", "H", "H", "H", "H", "H", "H", "H", "H", "H", "H", "H", "H", "H", "H", "H", "H", "H", "H", "H", "H", "H", "H", "H", "Br", "C", "C", "C", "C", "C", "C", "I", "H", "H", "H", "H"],
  "positions_angstrom": [[-0.545, 0.150, 0.141], [-3.234, 1.426, -1.133], [-2.004, 0.166, -1.622], [-2.169, -1.532, -1.143], [-0.932, -2.228, -1.202], [-0.870, -3.538, -0.735], [-2.001, -4.132, -0.204], [-3.206, -3.430, -0.110], [-3.296, -2.127, -0.559], [-1.421, 0.408, -3.270], [-1.285, -0.670, -4.153], [-0.809, -0.438, -5.432], [-0.469, 0.852, -5.825], [-0.601, 1.923, -4.944], [-1.073, 1.706, -3.664], [-2.408, 2.455, -0.437], [-2.593, 3.843, -0.202], [-1.498, 4.274, 0.500], [-0.645, 3.142, 0.706], [0.618, 2.999, 1.453], [1.424, 1.405, 0.984], [2.402, 1.771, -0.475], [3.376, 2.774, -0.461], [4.103, 3.036, -1.610], [3.866, 2.305, -2.770], [2.906, 1.304, -2.788], [2.177, 1.038, -1.639], [2.490, 0.925, 2.336], [3.741, 0.373, 2.047], [4.540, -0.086, 3.083], [4.094, -0.003, 4.395], [2.845, 0.539, 4.683], [2.038, 0.995, 3.655], [-1.211, 2.049, 0.116], [-3.948, 0.984, -0.427], [-3.790, 1.825, -1.982], [-0.087, -1.830, -1.761], [0.056, -4.092, -0.816], [-1.957, -5.159, 0.133], [-4.081, -3.919, 0.298], [-4.235, -1.591, -0.496], [-1.582, -1.670, -3.863], [-0.720, -1.260, -6.129], [-0.108, 1.027, -6.830], [-0.341, 2.923, -5.262], [-1.172, 2.547, -2.985], [-3.442, 4.429, -0.517], [-1.299, 5.272, 0.857], [0.392, 2.990, 2.527], [1.278, 3.854, 1.287], [3.583, 3.332, 0.445], [4.863, 3.805, -1.600], [4.444, 2.513, -3.660], [2.737, 0.726, -3.687], [1.446, 0.229, -1.652], [4.099, 0.320, 1.027], [5.515, -0.500, 2.867], [4.724, -0.355, 5.201], [2.505, 0.610, 5.707], [1.062, 1.404, 3.894], [0.901, -1.936, 1.826], [-0.533, -2.898, 2.597], [-0.365, -4.252, 2.847], [-1.399, -4.973, 3.425], [-2.598, -4.352, 3.744], [-2.770, -2.996, 3.496], [-1.728, -2.278, 2.929], [-2.018, -0.222, 2.641], [0.574, -4.732, 2.603], [-1.260, -6.026, 3.633], [-3.401, -4.913, 4.202], [-3.699, -2.510, 3.760]],
  "lowdin_spin": [2.222, 0.053, 0.051, 0.022, 0.046, -0.006, 0.040, -0.004, 0.030, 0.006, 0.005, 0.000, 0.006, 0.000, 0.007, 0.318, 0.101, 0.150, 0.300, 0.055, 0.110, 0.019, 0.003, 0.003, 0.002, 0.003, 0.022, 0.022, 0.014, -0.001, 0.015, 0.000, 0.012, 0.056, 0.020, 0.006, 0.006, -0.001, 0.002, -0.001, 0.001, 0.000, 0.000, 0.000, 0.000, 0.002, 0.001, 0.003, 0.021, 0.010, 0.000, 0.000, 0.000, 0.000, 0.012, 0.000, 0.000, 0.001, 0.000, 0.001, 0.081, 0.006, 0.006, 0.003, 0.001, 0.006, 0.010, 0.120, 0.001, 0.000, 0.000, 0.001]
}

=====

DFT total energy / eV: -77130.1420; -133873.2845; -138584.8404
Max |F| / eV/Å: 1.01; 2.86; 0.84